This record from the Open Molecules 2025 dataset describes a single C4H8OS2 molecule. The level of theory is ωB97M-V with the def2-TZVPD basis set.

XYZ file:
```
15
Properties=species:S:1:pos:R:3:mulliken_charge:R:1
C 0.899 -1.061 -0.295 -0.532
C 1.822 -0.242 0.654 -0.542
C -1.369 0.318 -0.293 0.740
C -2.813 0.531 0.066 -1.238
O -0.583 1.093 -0.755 -0.500
S -0.742 -1.355 0.155 -0.160
S 3.367 0.347 -0.199 -0.257
H 0.841 -0.683 -1.338 0.343
H 1.338 -2.103 -0.290 0.361
H 1.454 0.747 0.938 0.322
H 2.156 -0.916 1.462 0.315
H -3.361 -0.319 -0.232 0.378
H -3.192 1.450 -0.385 0.294
H -2.953 0.498 1.119 0.341
H 3.138 1.695 -0.606 0.137
```

Results
Structure (SMILES) = CC(=O)SCCS
Multiplicity = 1
Electronic energy = -1028.80283 Eh
Energy above the lowest of the compared OMol25 structures with the same formula, charge and spin = 0.550 eV
Frontier orbital gap = 9.679 eV
HOMO level = -0.3305 hartree